[1]
{"formula": "C4H5LiO2Zn", "method": "ωB97M-V/def2-TZVPD", "fmax_ev_per_a": 5.1, "energy_ha": -2092.29456, "e_homo_ha": [-0.424, -0.452], "s_squared": 0.76, "gap_ev": [4.569, 5.518], "total_charge": 1, "multiplicity": 2, "elements": ["H", "C", "C", "C", "C", "O", "O", "Li", "Zn", "H", "H", "H", "H"], "coordinates": [[-2.1624, -0.0226, 1.2907], [-1.2306, 0.1600, 0.3303], [-0.7682, -1.2505, -0.0569], [0.7415, -1.1244, -0.2821], [0.9292, 0.3845, -0.2599], [-0.1589, 0.8056, 0.9608], [-1.3824, 0.8808, -0.8012], [-1.7940, 2.5393, -1.3307], [2.2844, 1.5498, -0.8409], [-1.2854, -1.5784, -0.9700], [-1.0381, -1.9696, 0.7286], [1.0766, -1.5893, -1.2220], [1.3045, -1.6050, 0.5375]], "atomic_forces_ev_per_a": [[2.38, 1.20, -2.93], [-1.63, -0.35, 0.92], [-0.69, -0.93, 0.12], [0.11, 0.36, -0.83], [-2.33, -0.65, 4.48], [3.70, -0.68, -1.92], [-1.85, 0.64, -0.34], [-0.06, -0.90, 0.30], [-0.07, 0.14, -0.04], [0.15, 0.29, 0.30], [0.43, 0.14, -0.14], [-0.11, 0.25, 0.26], [-0.04, 0.50, -0.18]], "lowdin_spin": [-0.005, 0.004, 0.011, 0.066, 0.640, 0.011, 0.073, 0.003, 0.171, 0.001, 0.000, 0.003, 0.022]}

---

[2]
{"formula": "C4H5MnO2", "method": "ωB97M-V/def2-TZVPD", "fmax_ev_per_a": 5.4, "energy_ha": -1455.83792, "e_homo_ha": [-0.529, -0.568], "s_squared": 12.09, "gap_ev": [4.133, 4.748], "total_charge": 2, "multiplicity": 7, "elements": ["H", "C", "C", "O", "Mn", "H", "O", "C", "C", "H", "H", "H"], "coordinates": [[-1.5575, -0.2602, -1.2018], [-0.2412, 0.0215, -0.7643], [-1.2210, 0.9795, -0.5503], [-1.8282, 1.4464, 0.3664], [-3.5587, 2.3908, 0.8110], [0.1475, -0.0848, -1.7813], [2.5825, 0.1315, 0.4288], [1.4813, -0.4069, 0.3435], [0.5984, -1.3388, 0.7339], [2.8862, 0.6068, -0.3754], [0.0085, -1.1251, 1.6339], [0.7023, -2.3606, 0.3556]], "atomic_forces_ev_per_a": [[0.55, 0.54, 0.55], [-0.73, 1.48, -0.54], [2.68, -3.54, -2.97], [-3.41, 2.55, 3.33], [1.41, -0.72, -0.37], [0.18, -0.16, 0.41], [3.12, -0.82, -1.10], [-3.78, 2.56, 0.17], [0.26, -2.28, 0.15], [-0.03, 0.46, 0.41], [-0.54, 0.19, -0.87], [0.28, -0.25, 0.84]], "lowdin_spin": [0.045, 0.151, 0.093, 0.145, 4.550, -0.002, 0.160, 0.414, 0.383, 0.007, 0.014, 0.039]}

---

[3]
{"formula": "C4H5N", "method": "ωB97M-V/def2-TZVPD", "fmax_ev_per_a": 1.1, "energy_ha": -210.15997, "e_homo_ha": -0.307, "smiles": "c1cc[nH]c1", "gap_ev": 9.428, "multiplicity": 1, "elements": ["C", "C", "C", "N", "C", "H", "H", "H", "H", "H"], "coordinates": [[-1.1498, 0.1265, 0.1953], [-0.3423, -0.9632, 0.6338], [0.9262, -0.7119, 0.1925], [0.9150, 0.4741, -0.4862], [-0.3498, 0.9893, -0.5061], [-2.2267, 0.2112, 0.1954], [-0.8068, -1.7840, 1.1632], [1.8631, -1.1878, 0.4261], [1.7472, 0.9194, -0.8292], [-0.5760, 1.9264, -0.9848]], "atomic_forces_ev_per_a": [[-0.14, 0.08, -0.80], [-1.08, 0.32, -0.13], [0.26, -0.08, 0.57], [0.22, 0.06, 0.01], [0.08, 0.01, 0.24], [0.07, -0.06, 0.41], [0.70, -0.15, 0.03], [-0.03, -0.20, -0.19], [-0.12, 0.05, -0.05], [0.03, -0.04, -0.09]], "lowdin_charge": [-0.121, -0.110, -0.149, -0.005, -0.146, 0.089, 0.091, 0.104, 0.143, 0.103]}

---

[4]
{"formula": "C4H5N2", "method": "ωB97M-V/def2-TZVPD", "fmax_ev_per_a": 3.2, "energy_ha": -264.46429, "e_homo_ha": -0.539, "gap_ev": 9.110, "total_charge": 1, "multiplicity": 1, "elements": ["C", "C", "C", "C", "N", "N", "H", "H", "H", "H", "H"], "coordinates": [[1.6422, 0.2645, -0.0349], [2.8682, -0.2398, -0.1579], [-0.5128, 0.2002, 0.0252], [0.6076, -0.8817, 0.0420], [0.3934, 1.1919, 0.0392], [-1.8282, 0.1438, -0.0812], [0.7234, -1.6812, -0.7149], [0.5820, -1.3665, 1.0687], [0.3403, 2.2750, -0.0416], [-2.2406, -0.7174, -0.0722], [-2.5754, 0.8112, -0.0724]], "atomic_forces_ev_per_a": [[-2.16, 0.77, 0.13], [-1.40, 1.35, 0.14], [1.53, 0.12, -1.11], [-0.90, -1.66, 1.54], [1.78, 1.18, -0.37], [1.86, 1.44, 0.31], [-0.68, 0.68, 0.22], [0.15, 0.48, -1.16], [0.01, -2.61, 0.26], [-0.75, -3.12, -0.01], [0.55, 1.37, 0.05]], "lowdin_charge": [-0.277, 0.328, -0.229, -0.047, 0.175, 0.269, 0.141, 0.157, 0.224, 0.105, 0.153]}

---

[5]
{"formula": "C4H5N2", "method": "ωB97M-V/def2-TZVPD", "fmax_ev_per_a": 2.3, "energy_ha": -264.52316, "e_homo_ha": -0.513, "smiles": "C=[NH+]/C=C1C=N\\1", "gap_ev": 8.618, "total_charge": 1, "multiplicity": 1, "elements": ["C", "N", "C", "C", "C", "N", "H", "H", "H", "H", "H"], "coordinates": [[2.1139, -0.4513, 0.0187], [1.1879, 0.4733, -0.0108], [-0.2167, 0.7384, -0.0010], [-1.4211, 0.1064, -0.0019], [-2.4111, -0.8825, -0.0130], [-2.8002, 0.3451, 0.0173], [1.8630, -1.5018, 0.0424], [3.1475, -0.1519, 0.0237], [1.6184, 1.4028, -0.0418], [-0.3424, 1.8156, 0.0011], [-2.7394, -1.8942, -0.0347]], "atomic_forces_ev_per_a": [[-2.18, 0.25, -0.01], [1.26, -0.15, 0.00], [-1.29, 0.89, 0.00], [1.68, -1.50, -0.01], [1.00, 1.34, 0.02], [0.04, -0.20, -0.03], [-0.15, -0.01, 0.02], [0.07, 0.24, -0.05], [-0.09, -0.32, 0.03], [0.12, -0.08, 0.02], [-0.46, -0.46, 0.00]], "lowdin_charge": [0.186, 0.029, -0.036, -0.174, 0.082, 0.263, 0.114, 0.114, 0.168, 0.124, 0.129]}

---

[6]
{"formula": "C4H5N2O", "method": "ωB97M-V/def2-TZVPD", "fmax_ev_per_a": 5.2, "energy_ha": -339.74037, "e_homo_ha": -0.580, "smiles": "O=[N+]1CC=CC=N1", "gap_ev": 8.733, "total_charge": 1, "multiplicity": 1, "elements": ["O", "N", "C", "C", "C", "C", "N", "H", "H", "H", "H", "H"], "coordinates": [[2.4307, -1.0425, -0.2929], [1.2880, -0.7542, -0.3366], [0.5513, -0.1991, 1.1369], [-0.6152, 0.5946, 0.8006], [-1.0591, 0.8073, -0.4699], [-0.5888, -0.0883, -1.4556], [0.5220, -0.7561, -1.3387], [1.3972, 0.3790, 1.5157], [0.3549, -1.0262, 1.8240], [-1.2094, 0.9493, 1.6356], [-1.9012, 1.4471, -0.6775], [-1.1705, -0.3109, -2.3415]], "atomic_forces_ev_per_a": [[-0.06, -0.04, -0.66], [-1.48, 1.40, 4.79], [1.50, -0.93, -1.70], [-0.69, 0.38, -0.82], [-0.03, 0.19, 0.95], [0.45, 0.32, 0.63], [0.33, -1.32, -3.00], [-0.07, 0.07, -0.02], [0.10, -0.15, -0.27], [0.10, 0.19, 0.07], [-0.15, -0.07, 0.06], [-0.01, -0.06, -0.04]], "lowdin_charge": [0.209, -0.169, 0.069, 0.006, -0.006, 0.016, 0.150, 0.149, 0.147, 0.146, 0.130, 0.153]}

---

[7]
{"formula": "C4H5N2O", "method": "ωB97M-V/def2-TZVPD", "fmax_ev_per_a": 3.3, "energy_ha": -339.83511, "e_homo_ha": -0.591, "smiles": "O=C[N+]1=CC=NC1", "gap_ev": 10.161, "total_charge": 1, "multiplicity": 1, "elements": ["O", "C", "N", "C", "C", "N", "C", "H", "H", "H", "H", "H"], "coordinates": [[-2.8539, -0.4735, 0.3136], [-2.1968, 0.2576, -0.2817], [-0.5750, 0.0041, -0.1237], [-0.2247, -1.2505, -0.1365], [1.2731, -1.2352, 0.0646], [1.7480, -0.0754, 0.0555], [0.6023, 0.8611, 0.0374], [-2.2868, 1.1322, -0.8285], [-0.9450, -2.0590, -0.1522], [1.7658, -2.1132, -0.0654], [0.7548, 1.6833, -0.6538], [0.5208, 1.1750, 1.0843]], "atomic_forces_ev_per_a": [[-1.08, -0.63, -0.01], [2.88, -0.56, 1.60], [-1.46, -1.57, -1.12], [1.24, 1.94, 1.12], [-2.96, 0.23, -1.43], [-0.69, 1.76, 0.23], [1.02, -1.20, 1.06], [-0.84, 1.67, -1.32], [0.07, -0.02, -0.14], [1.99, -2.30, 0.29], [-0.33, -0.03, -0.13], [0.16, 0.69, -0.13]], "lowdin_charge": [0.226, -0.062, 0.031, 0.101, -0.055, 0.146, -0.094, 0.135, 0.156, 0.098, 0.153, 0.165]}

---

[8]
{"formula": "C4H5N2S", "method": "ωB97M-V/def2-TZVPD", "fmax_ev_per_a": 5.7, "energy_ha": -662.72284, "e_homo_ha": -0.477, "smiles": "C=NC(=S)[N+]#CC", "gap_ev": 7.258, "total_charge": 1, "multiplicity": 1, "elements": ["C", "N", "C", "S", "N", "C", "C", "H", "H", "H", "H", "H"], "coordinates": [[2.4273, 1.8597, 0.0818], [2.1253, 0.6393, 0.3008], [1.2436, -0.2746, -0.1357], [2.0209, -1.6700, -0.8349], [-0.1203, -0.4592, 0.2259], [-1.2244, -0.8139, 0.1530], [-2.6161, -0.9652, 0.0833], [3.1259, 2.3510, 0.6755], [1.9074, 2.2901, -0.8318], [-2.9823, -1.4843, -0.8980], [-2.9069, -1.4823, 0.9419], [-3.0004, 0.0093, 0.2382]], "atomic_forces_ev_per_a": [[-2.93, -2.09, -2.93], [-1.59, 1.60, 1.66], [3.74, -4.03, -1.44], [-2.11, 2.25, 0.72], [-1.10, 0.17, -0.41], [3.25, 1.42, -0.09], [-0.76, -1.22, -2.35], [1.22, 0.79, 0.83], [0.98, 0.29, 1.24], [0.74, 1.02, 1.82], [-0.74, -1.41, 1.31], [-0.70, 1.22, -0.37]], "lowdin_charge": [0.106, -0.014, -0.722, 0.715, 0.226, 0.048, 0.041, 0.079, 0.129, 0.182, 0.098, 0.111]}

---

[9]
{"formula": "C4H5N3", "method": "ωB97M-V/def2-TZVPD", "fmax_ev_per_a": 1.2, "energy_ha": -319.56813, "e_homo_ha": [-0.277, -0.277], "gap_ev": [7.902, 7.902], "multiplicity": 1, "elements": ["N", "C", "C", "C", "N", "C", "N", "H", "H", "H", "H", "H"], "coordinates": [[-0.6085, -1.3038, 2.7668], [-0.5704, -0.8681, 1.6960], [-0.5017, -0.3747, 0.3236], [-0.8126, 1.0678, -0.0156], [-0.2218, 1.3293, -1.1547], [0.6152, 0.3449, -1.5214], [0.8851, -0.3835, -0.2103], [-1.0502, -1.0473, -0.3683], [-1.6233, 1.6419, 0.4093], [1.4125, 0.2361, 0.4381], [1.5115, 0.5496, -2.0954], [1.3211, -1.3016, -0.2754]], "atomic_forces_ev_per_a": [[0.03, 0.47, -1.06], [-0.04, -0.31, 1.00], [0.05, -0.03, -0.04], [-0.15, -0.04, -0.09], [-0.04, -0.11, 0.09], [0.13, 0.16, 0.06], [0.10, -0.10, 0.10], [-0.01, 0.06, 0.12], [0.05, -0.09, -0.11], [0.13, -0.14, -0.13], [-0.10, 0.08, 0.12], [-0.15, 0.05, -0.09]], "lowdin_charge": [0.160, -0.162, -0.311, -0.174, 0.000, -0.214, 0.041, 0.153, 0.095, 0.171, 0.074, 0.169]}

---

[10]
{"formula": "C4H5N3", "method": "ωB97M-V/def2-TZVPD", "fmax_ev_per_a": 3.1, "energy_ha": -319.65219, "e_homo_ha": -0.381, "smiles": "[H]/N=C1\\N=CN=C1C", "gap_ev": 9.377, "multiplicity": 1, "elements": ["H", "N", "C", "N", "C", "N", "C", "C", "H", "H", "H", "H"], "coordinates": [[1.6346, -1.8856, 1.2962], [1.4016, -0.8992, 1.0815], [0.4757, -0.8617, 0.2360], [-0.2588, -1.9417, -0.3929], [-1.1410, -1.2454, -1.0904], [-1.2451, 0.1280, -0.9689], [-0.2466, 0.4426, -0.2135], [0.2189, 1.7202, 0.2933], [-1.9201, -1.7106, -1.6593], [1.2589, 1.9203, 0.0967], [0.1979, 1.7584, 1.3685], [-0.3761, 2.5747, -0.0471]], "atomic_forces_ev_per_a": [[-0.05, 0.53, -0.16], [0.21, -0.63, 0.13], [-1.46, 0.17, -0.63], [-0.64, 2.22, -1.11], [0.45, -2.64, 1.47], [1.21, 1.64, 0.51], [0.66, -1.59, 0.25], [-0.63, 1.63, -0.01], [-0.05, -0.48, -0.40], [0.46, -0.21, -0.49], [-0.23, -0.34, 0.63], [0.06, -0.29, -0.17]], "lowdin_charge": [0.080, 0.191, -0.378, 0.106, -0.191, 0.123, -0.264, -0.036, 0.104, 0.087, 0.085, 0.091]}

---

[11]
{"formula": "C4H5N3", "method": "ωB97M-V/def2-TZVPD", "fmax_ev_per_a": 2.6, "energy_ha": -319.47939, "e_homo_ha": -0.350, "smiles": "C1=NN=C[C@@H]2N[C@@H]12", "gap_ev": 9.891, "multiplicity": 1, "elements": ["C", "N", "N", "C", "C", "N", "C", "H", "H", "H", "H", "H"], "coordinates": [[-0.4768, -1.3810, 0.1200], [-1.5289, -0.6690, 0.1415], [-1.4060, 0.7327, -0.2601], [-0.3357, 1.4611, 0.0476], [0.8121, 0.5943, 0.4458], [1.9920, -0.0705, -0.2258], [0.6314, -0.5900, -0.4254], [-0.4374, -2.3787, 0.6564], [-0.2179, 2.5475, -0.0143], [0.7248, 0.3674, 1.5061], [2.5520, -0.5063, 0.5687], [0.1929, -0.4877, -1.4348]], "atomic_forces_ev_per_a": [[1.10, -1.23, 2.06], [-0.26, 1.30, 0.00], [0.24, 1.98, 0.96], [-0.37, -2.21, -1.08], [-0.37, -0.38, -0.31], [-0.25, -0.28, 1.27], [0.82, -1.28, -0.46], [-0.41, 1.03, -1.08], [-1.03, -0.32, -0.19], [0.24, -0.17, 0.15], [-1.08, 0.52, -1.40], [1.37, 1.04, 0.08]], "lowdin_charge": [-0.142, 0.030, 0.017, -0.084, -0.253, 0.105, -0.332, 0.135, 0.109, 0.140, 0.123, 0.151]}

---

[12]
{"formula": "C4H5N3", "method": "ωB97M-V/def2-TZVPD", "fmax_ev_per_a": 1.1, "energy_ha": -319.50047, "e_homo_ha": [-0.320, -0.367], "gap_ev": [7.670, 10.118], "multiplicity": 1, "elements": ["C", "C", "C", "C", "N", "N", "N", "H", "H", "H", "H", "H"], "coordinates": [[-1.4637, 1.0901, -0.0276], [-0.9295, -0.2171, -0.0245], [1.2293, 0.8552, 0.0190], [0.5523, -0.4559, -0.0402], [-2.7731, 1.0090, -0.0033], [-1.9425, -1.0693, 0.0038], [-3.0105, -0.2908, 0.0170], [1.4477, 1.3992, -0.8756], [1.4922, 1.2758, 0.9686], [0.8058, -1.0736, 0.8246], [0.8000, -1.0032, -0.9534], [-3.9385, -0.6797, 0.0406]], "atomic_forces_ev_per_a": [[-0.79, -0.82, 0.03], [0.16, 0.54, 0.00], [-0.24, 0.07, 0.07], [-0.47, -0.66, 0.00], [0.14, 0.72, 0.03], [0.31, -0.25, 0.01], [0.30, -0.01, -0.04], [0.14, 0.19, -0.27], [0.13, 0.18, 0.21], [0.14, -0.06, -0.11], [0.15, -0.04, 0.09], [0.04, 0.13, -0.01]], "lowdin_charge": [0.030, -0.346, 0.043, -0.232, 0.031, 0.095, -0.101, 0.050, 0.052, 0.113, 0.113, 0.152]}

---

- Number 2 is which compound?
  C4H5MnO2